Entry 1:
Here is C5H4BrF8NaOPt as an isolated structure at a distorted geometry from the OMol25 dataset. Energies are from ωB97M-V/def2-TZVPD.

Results
strongest force on any atom = 1.80 eV/A
calculated total energy = -3921.9581 Ha
relative energy (zero: lowest compared OMol25 entry of this formula, charge and spin) = 0.00 kJ/mol
LUMO energy (alpha / beta) = -8.71 / -13.16 eV
⟨S²⟩ = 2.0059
net charge = +2
gap between HOMO and LUMO (alpha / beta) = 8.88 / 3.33 eV
multiplicity = 3

Each line ends with the Mulliken spin population.
CARTESIAN COORDINATES (ANGSTROEM)
Na 3.878 -3.191 2.921  0.00
Pt -0.466 -5.331 1.685  0.95
Br 0.960 -3.651 3.010  0.30
C -0.381 -0.283 -0.932  0.08
C -0.103 -1.176 0.342  0.08
C -0.902 -0.747 1.561  0.07
F -0.580 0.487 1.908  0.03
F -2.214 -0.893 1.342  0.02
F -0.375 -2.438 0.007  0.03
F 1.214 -1.103 0.613  0.05
O -0.401 1.070 -0.711  0.28
C 0.141 1.900 -1.729  -0.01
C 0.046 3.342 -1.236  0.00
F 0.539 4.215 -2.144  0.00
F -1.227 3.652 -0.958  0.00
F 1.436 1.574 -1.903  0.00
F -0.552 1.679 -2.848  0.02
H -1.385 -0.622 -1.241  0.06
H 0.349 -0.542 -1.701  0.00
H -0.673 -1.456 2.383  0.02
H 0.696 3.513 -0.369  0.00

Entry 2:
Here is C5H4CaO2 as an isolated structure at a distorted geometry from the OMol25 dataset. Energies are from ωB97M-V/def2-TZVPD.

Results
strongest force on any atom = 1.52 eV/A
calculated total energy = -1020.7929 Ha
relative energy (zero: lowest compared OMol25 entry of this formula, charge and spin) = 0.00 kJ/mol
LUMO energy (alpha / beta) = 3.24 / 3.03 eV
⟨S²⟩ = 0.7513
net charge = -1
gap between HOMO and LUMO (alpha / beta) = 4.53 / 6.01 eV
multiplicity = 2

Each line ends with the Mulliken spin population.
CARTESIAN COORDINATES (ANGSTROEM)
C 1.254 -0.424 1.114  0.02
Ca -0.196 2.071 -0.856  0.93
O 0.667 0.608 1.733  -0.01
C -0.489 1.341 1.254  0.06
H -1.384 0.687 1.250  0.00
H -0.660 2.110 2.026  -0.02
O 1.792 -1.776 -0.754  -0.01
C 0.909 -0.846 -0.153  0.04
C -0.209 -0.588 -0.978  0.07
C -1.093 -0.275 -1.777  0.00
H 1.426 -2.640 -0.527  0.00
H -2.017 -0.265 -2.331  -0.06

Entry 3:
Here is an isolated ion of composition C5H4Cl2N3O2 and charge +1 at a distorted geometry from the OMol25 dataset. Energies are from ωB97M-V/def2-TZVPD.

Results
strongest force on any atom = 5.31 eV/A
calculated total energy = -1427.4065 Ha
LUMO energy (alpha / beta) = -5.48 / -8.06 eV
⟨S²⟩ = 2.0384
net charge = +1
gap between HOMO and LUMO (alpha / beta) = 4.71 / 5.16 eV
multiplicity = 3

Each line ends with the Mulliken spin population.
CARTESIAN COORDINATES (ANGSTROEM)
C -0.825 0.124 -1.470  0.01
C 0.291 -1.972 -1.172  0.14
C 0.516 -1.291 1.160  0.55
C 0.279 -0.583 2.262  0.00
C -0.357 1.288 -1.128  0.37
N -0.292 -1.059 -1.803  0.16
N 0.862 -1.981 0.166  0.04
N -0.361 2.551 -0.717  0.02
O -0.323 2.548 0.684  0.02
O -0.243 3.623 -1.347  0.54
Cl 0.674 -3.475 -1.983  0.02
Cl -0.742 -1.179 3.437  0.04
H -1.890 0.076 -1.423  0.04
H -0.112 3.505 0.924  0.00
H 0.823 0.387 2.223  0.03
H 1.697 -2.563 0.188  0.00

Entry 4:
Here is an isolated ion of composition C5H4Cl2NO2 and charge -1 at a distorted geometry from the OMol25 dataset. Energies are from ωB97M-V/def2-TZVPD.

Results
strongest force on any atom = 5.25 eV/A
calculated total energy = -1318.5654 Ha
relative energy (zero: lowest compared OMol25 entry of this formula, charge and spin) = 81.32 kJ/mol
LUMO energy = 3.31 eV
SMILES = CN1C(=O)C(Cl)=C(Cl)[C@H]1[O-]
net charge = -1
gap between HOMO and LUMO = 7.43 eV

Each line ends with the natural charge from an NBO analysis.
CARTESIAN COORDINATES (ANGSTROEM)
C 0.516 0.481 -0.309  -0.41
N -0.912 0.233 -0.273  -0.45
C -1.831 1.258 -0.129  0.62
O -1.628 2.474 0.041  -0.68
C -3.153 0.542 -0.120  -0.20
Cl -4.480 1.582 -0.122  0.01
C -3.073 -0.761 0.080  -0.09
Cl -4.309 -1.843 0.251  0.05
C -1.512 -1.216 -0.086  0.33
O -1.168 -2.100 -0.968  -0.84
H 0.772 0.147 0.755  0.18
H 0.920 -0.166 -0.966  0.20
H 0.654 1.631 -0.559  0.22
H -1.192 -1.339 0.998  0.07

Entry 5:
Here is the molecule C5H4Cl2S at a distorted geometry from the OMol25 dataset. Energies are from ωB97M-V/def2-TZVPD.

Results
strongest force on any atom = 1.74 eV/A
calculated total energy = -1511.4597 Ha
relative energy (zero: lowest compared OMol25 entry of this formula, charge and spin) = 37.02 kJ/mol
LUMO energy = -1.07 eV
SMILES = S=C1C=CCC1(Cl)Cl
gap between HOMO and LUMO = 7.89 eV

Each line ends with the natural charge from an NBO analysis.
CARTESIAN COORDINATES (ANGSTROEM)
S -2.518 -1.516 0.034  0.09
C -1.184 -0.543 0.002  -0.14
C -1.124 0.925 0.016  -0.28
C 0.162 1.346 -0.102  -0.07
C 1.193 0.212 -0.027  -0.49
C 0.258 -1.008 0.064  -0.08
Cl 0.580 -2.153 -1.289  0.01
Cl 0.452 -1.784 1.671  0.01
H -1.952 1.609 -0.010  0.24
H 0.408 2.365 -0.337  0.22
H 1.787 0.354 0.873  0.25
H 1.938 0.192 -0.894  0.25

Entry 6:
Here is the molecule C5H4Cl3NS at a distorted geometry from the OMol25 dataset. Energies are from ωB97M-V/def2-TZVPD.

Results
strongest force on any atom = 4.77 eV/A
calculated total energy = -2026.2344 Ha
relative energy (zero: lowest compared OMol25 entry of this formula, charge and spin) = 51.60 kJ/mol
LUMO energy (alpha / beta) = -0.52 / -0.52 eV
gap between HOMO and LUMO (alpha / beta) = 7.10 / 7.10 eV

Each line ends with the natural charge from an NBO analysis.
CARTESIAN COORDINATES (ANGSTROEM)
C 1.037 -2.485 0.165  -0.43
C 0.022 -0.287 0.299  0.43
C 2.720 -0.540 0.291  -0.41
C -0.704 0.830 -0.360  -0.67
C 3.981 0.224 0.142  -0.19
N 0.253 -1.462 0.307  -0.26
S 2.674 -2.067 -0.316  0.56
Cl 5.383 -0.490 -0.748  -0.03
Cl 3.374 1.637 -0.773  0.02
Cl 4.585 0.739 1.740  0.04
H 0.546 -3.353 0.073  0.22
H -1.634 0.904 0.044  0.25
H -0.183 1.665 -0.338  0.25
H -0.782 0.597 -1.394  0.22

Entry 7:
Here is C5H4ClFO as an isolated structure at a distorted geometry from the OMol25 dataset. Energies are from ωB97M-V/def2-TZVPD.

Results
strongest force on any atom = 5.12 eV/A
calculated total energy = -828.1100 Ha
relative energy (zero: lowest compared OMol25 entry of this formula, charge and spin) = 238.07 kJ/mol
LUMO energy = 0.87 eV
gap between HOMO and LUMO = 10.30 eV

Each line ends with the natural charge from an NBO analysis.
CARTESIAN COORDINATES (ANGSTROEM)
C 1.037 1.174 -1.129  0.15
C 0.146 0.106 -0.435  0.22
C 0.439 -1.043 0.236  -0.28
C -0.793 -1.194 1.088  -0.33
C -1.652 -0.201 0.979  0.10
H 0.672 2.134 -0.915  0.20
H 1.261 -1.933 0.069  0.27
H -0.792 -1.852 2.010  0.23
H -2.719 0.180 1.721  0.25
O -1.122 0.618 -0.050  -0.46
F 2.391 1.192 -0.775  -0.34
Cl 1.133 0.819 -2.800  0.00

Entry 8:
Here is the molecule C5H4ClN3O at a distorted geometry from the OMol25 dataset. Energies are from ωB97M-V/def2-TZVPD.

Results
strongest force on any atom = 3.04 eV/A
calculated total energy = -892.5958 Ha
relative energy (zero: lowest compared OMol25 entry of this formula, charge and spin) = 7.39 kJ/mol
LUMO energy = 0.45 eV
SMILES = N#C[C@H]1C(=O)NCN=C1Cl
gap between HOMO and LUMO = 10.81 eV

Each line ends with the natural charge from an NBO analysis.
CARTESIAN COORDINATES (ANGSTROEM)
N 1.472 -2.358 1.635  -0.27
C 1.433 -1.917 0.592  0.26
C 1.490 -1.239 -0.623  -0.49
C -0.010 -1.147 -0.941  0.70
O -0.469 -2.037 -1.589  -0.57
N -0.768 -0.142 -0.387  -0.64
C -0.251 0.902 0.416  -0.07
N 1.225 1.063 0.367  -0.40
C 1.960 0.172 -0.168  0.29
Cl 3.653 0.612 -0.376  0.03
H 1.973 -1.854 -1.363  0.31
H -1.777 -0.141 -0.658  0.43
H -0.615 0.774 1.428  0.21
H -0.682 1.969 0.067  0.21

Entry 9:
Here is the molecule C5H4ClNO at a distorted geometry from the OMol25 dataset. Energies are from ωB97M-V/def2-TZVPD.

Results
strongest force on any atom = 6.12 eV/A
calculated total energy = -783.0024 Ha
relative energy (zero: lowest compared OMol25 entry of this formula, charge and spin) = 300.19 kJ/mol
LUMO energy = -0.34 eV
SMILES = C#C/C(Cl)=C/C(N)=O
gap between HOMO and LUMO = 9.44 eV

Each line ends with the natural charge from an NBO analysis.
CARTESIAN COORDINATES (ANGSTROEM)
C 2.200 0.748 2.408  -0.18
C 1.369 0.430 1.645  -0.08
C 0.362 -0.096 0.692  0.01
Cl -1.226 -0.586 1.420  0.05
C 0.692 -0.013 -0.629  -0.30
C -0.311 -0.006 -1.729  0.61
N 0.226 0.351 -2.920  -0.80
O -1.546 -0.090 -1.677  -0.59
H 3.049 0.666 3.197  0.27
H 1.786 0.296 -0.900  0.24
H 1.137 0.538 -3.025  0.37
H -0.221 0.343 -3.890  0.41

Entry 10:
Here is a 2-piece molecular cluster, C5H4ClO3 overall at a distorted geometry from the OMol25 dataset. Energies are from ωB97M-V/def2-TZVPD.

Results
strongest force on any atom = 7.93 eV/A
calculated total energy = -878.7113 Ha
relative energy (zero: lowest compared OMol25 entry of this formula, charge and spin) = 0.00 kJ/mol
LUMO energy (alpha / beta) = 3.72 / 2.30 eV
⟨S²⟩ = 2.0061
net charge = -1
gap between HOMO and LUMO (alpha / beta) = 3.61 / 7.66 eV
multiplicity = 3

Each line ends with the Mulliken spin population.
CARTESIAN COORDINATES (ANGSTROEM)
C 0.138 -0.898 0.627  0.32
C -1.143 -0.191 0.269  0.39
C -3.131 -0.763 -0.163  0.14
C 0.595 0.483 -1.158  -0.06
C 1.137 -0.459 -0.079  0.72
O -3.109 -1.517 -1.087  0.19
O -3.849 -0.170 0.583  0.10
O -0.699 0.637 -0.802  0.03
Cl 2.738 -1.249 -0.116  -0.05
H 0.238 -1.671 1.469  0.02
H -1.540 0.456 1.135  0.10
H 1.176 1.365 -1.269  0.05
H 0.809 -0.040 -2.160  0.04

Entry 11:
Here is a 2-piece molecular cluster, C5H4F2 overall at a distorted geometry from the OMol25 dataset. Energies are from ωB97M-V/def2-TZVPD.

Results
strongest force on any atom = 3.50 eV/A
calculated total energy = -392.3587 Ha
relative energy (zero: lowest compared OMol25 entry of this formula, charge and spin) = 671.85 kJ/mol
LUMO energy (alpha / beta) = -0.82 / -2.99 eV
gap between HOMO and LUMO (alpha / beta) = 9.34 / 4.74 eV

Each line ends with the natural charge from an NBO analysis.
CARTESIAN COORDINATES (ANGSTROEM)
C -1.723 -1.933 0.401  -0.44
C -0.691 -2.289 -0.125  -0.06
C 0.011 0.716 0.321  -0.28
C 0.930 0.214 -0.530  -0.38
C 2.042 -0.564 -0.074  0.83
F 2.075 -1.043 1.147  -0.28
F 2.901 -1.145 -0.906  -0.28
H -2.410 -1.141 0.589  0.22
H -0.781 1.118 -0.185  0.20
H 0.046 0.533 1.459  0.23
H 0.916 0.482 -1.586  0.24

Entry 12:
Here is a 2-piece molecular cluster, C5H4F2N2 overall at a distorted geometry from the OMol25 dataset. Energies are from ωB97M-V/def2-TZVPD.

Results
strongest force on any atom = 4.14 eV/A
calculated total energy = -501.9458 Ha
relative energy (zero: lowest compared OMol25 entry of this formula, charge and spin) = 525.66 kJ/mol
LUMO energy = -0.32 eV
SMILES = C=C=C1N=N1.C=C(F)F
gap between HOMO and LUMO = 9.05 eV

Each line ends with the natural charge from an NBO analysis.
CARTESIAN COORDINATES (ANGSTROEM)
C -1.984 -1.980 -0.670  -0.41
C -1.613 -0.809 -0.244  -0.05
C -1.553 0.442 -0.043  0.09
N -0.725 1.547 0.015  -0.03
N -1.805 1.667 0.671  -0.03
H -1.618 -2.949 -0.264  0.22
H -2.789 -2.086 -1.425  0.22
C 1.874 1.392 0.543  -0.57
C 2.152 0.175 0.133  0.75
F 2.537 -0.196 -1.047  -0.29
F 1.943 -0.928 0.922  -0.33
H 2.185 2.289 -0.004  0.24
H 1.396 1.436 1.412  0.22